The following is a quantum chemistry calculation of a structure of composition C26H26N3O2Re, from OMol25.

Output
HOMO-LUMO gap (alpha / beta)   5.84 / 5.50 eV
Expectation value of S²   0.865
F_max   0.8 eV/A
Relative energy (zero: lowest compared OMol25 entry of this formula, charge and spin)   0.337 eV
Highest occupied orbital energy (alpha / beta)   -16.47 / -16.69 eV
2S+1   2
Charge   +3
M   598.72 g/mol

Last column: Mulliken charge in e.
Atoms and positions in Å:
Re  0.421  1.473  -0.558  1.36
C  3.188  2.593  0.348  -0.87
O  2.189  1.497  0.380  -0.35
C  2.711  0.189  0.696  1.36
C  3.784  -0.034  1.524  -0.92
C  4.140  -1.363  1.747  -0.73
C  3.434  -2.397  1.150  -0.94
C  2.358  -2.146  0.308  -0.40
C  1.987  -0.830  0.084  0.04
N  0.922  -0.372  -0.751  0.17
N  0.459  -1.261  -1.590  -0.56
C  -0.268  -0.922  -2.642  0.49
C  -0.541  0.440  -3.070  1.08
O  -0.204  1.496  -2.304  -0.71
C  -1.151  0.703  -4.274  -0.93
C  -1.553  -0.355  -5.091  -0.58
C  -1.356  -1.694  -4.734  0.61
C  -1.782  -2.733  -5.594  -0.86
C  -1.580  -4.049  -5.245  -0.66
C  -0.951  -4.346  -4.037  -0.69
C  -0.520  -3.345  -3.173  -0.39
C  -0.711  -2.009  -3.505  0.56
H  4.002  2.282  -0.301  0.37
H  3.532  2.773  1.363  0.35
H  2.666  3.462  -0.041  0.33
H  4.355  0.769  1.969  0.43
H  4.987  -1.584  2.382  0.48
H  3.735  -3.420  1.329  0.47
H  1.824  -2.952  -0.172  0.54
H  -1.310  1.728  -4.578  0.51
H  -2.033  -0.127  -6.036  0.48
H  -2.265  -2.474  -6.527  0.46
H  -1.903  -4.847  -5.898  0.44
H  -0.792  -5.381  -3.761  0.45
H  -0.043  -3.616  -2.244  0.46
C  -1.032  1.145  5.037  -0.89
N  -0.021  1.006  3.941  -0.06
C  -0.117  -0.334  3.296  -0.69
C  -0.015  2.144  2.928  -0.84
C  -1.203  2.129  1.999  0.97
C  -2.411  2.614  2.493  -0.59
C  -3.590  2.525  1.767  -0.84
C  -3.579  1.927  0.517  -0.92
C  -2.381  1.492  -0.025  -0.70
C  -1.167  1.615  0.680  0.79
H  -0.855  0.355  5.763  0.35
H  -2.026  1.034  4.617  0.47
H  -0.917  2.116  5.513  0.36
H  0.891  1.055  4.400  0.34
H  -1.117  -0.455  2.889  0.37
H  0.071  -1.098  4.047  0.43
H  0.627  -0.406  2.503  0.16
H  0.933  2.038  2.400  0.05
H  0.014  3.067  3.506  0.58
H  -2.433  3.087  3.467  0.60
H  -4.510  2.916  2.181  0.45
H  -4.494  1.819  -0.049  0.46
H  -2.400  1.066  -1.021  0.29

The following is a quantum chemistry calculation of a cluster of 5 separate species, C26H26N4O2 in total in a non-equilibrium geometry, from OMol25.

Output
HOMO-LUMO gap   8.17 eV
F_max   9.0 eV/A
Relative energy (zero: lowest compared OMol25 entry of this formula, charge and spin)   9.737 eV
Highest occupied orbital energy   -7.87 eV
Structure (SMILES)   Oc1ccc(O)cc1.c1ccncc1.c1ccncc1.c1ccncc1.c1ccncc1
M   426.52 g/mol

Last column: Mulliken charge in e.
Atoms and positions in Å:
O  15.704  -38.796  -4.028  -0.60
C  15.340  -37.978  -2.999  0.84
C  15.856  -36.666  -3.117  -0.58
C  15.482  -35.649  -2.010  -1.03
C  14.651  -36.144  -0.950  0.24
O  14.318  -35.136  -0.095  -0.38
C  14.237  -37.469  -0.863  0.00
C  14.527  -38.431  -1.952  -1.20
H  16.218  -38.166  -4.713  0.21
H  16.507  -36.390  -3.889  0.37
H  15.733  -34.697  -2.141  0.75
H  13.974  -35.331  0.665  0.25
H  13.470  -37.858  -0.202  0.50
H  14.080  -39.366  -1.922  0.54
C  18.091  -38.692  -8.172  -0.34
C  18.435  -39.773  -7.209  -0.46
C  18.546  -39.413  -5.780  -0.19
N  18.230  -38.254  -5.288  -0.52
C  17.926  -37.304  -6.188  0.01
C  17.726  -37.457  -7.589  -0.47
H  18.278  -38.675  -9.339  0.26
H  18.475  -40.770  -7.475  0.45
H  18.446  -40.200  -5.062  0.41
H  17.602  -36.314  -5.848  0.35
H  17.428  -36.656  -8.069  0.57
C  14.230  -31.116  -2.185  -0.44
C  14.867  -30.029  -2.732  -0.28
C  15.765  -29.316  -1.919  -0.25
N  15.974  -29.739  -0.544  -0.56
C  15.345  -30.836  -0.092  -0.23
C  14.560  -31.562  -0.901  0.23
H  13.613  -31.694  -2.798  0.47
H  14.719  -29.695  -3.778  0.33
H  16.326  -28.399  -2.168  0.35
H  15.579  -31.280  0.826  0.43
H  14.191  -32.678  -0.441  -0.08
C  11.263  -37.358  3.253  -0.19
C  10.884  -37.579  1.840  -0.25
C  11.111  -36.641  0.956  -0.40
N  11.735  -35.505  1.326  -0.49
C  12.127  -35.231  2.596  -0.11
C  11.783  -36.091  3.581  -0.58
H  11.085  -38.136  4.119  0.34
H  10.237  -38.434  1.640  0.41
H  10.992  -36.785  -0.221  0.29
H  12.556  -34.370  2.931  0.47
H  12.039  -35.797  4.493  0.52
C  16.472  -39.021  1.937  -0.50
C  15.151  -38.789  2.198  -0.24
C  14.406  -39.757  2.993  -0.20
N  15.024  -40.804  3.609  -0.56
C  16.353  -40.887  3.398  -0.13
C  17.138  -39.998  2.652  -0.58
H  17.013  -38.400  1.327  0.54
H  14.649  -37.999  1.851  0.63
H  13.345  -39.519  3.282  0.25
H  16.820  -41.733  3.938  0.34
H  18.162  -40.113  2.604  0.45

The following is a quantum chemistry calculation of a structure of composition C26H26N4O2SV in a non-equilibrium geometry, from OMol25.

Output
HOMO-LUMO gap (alpha / beta)   5.84 / 6.12 eV
Expectation value of S²   2.024
F_max   1.2 eV/A
Relative energy (zero: lowest compared OMol25 entry of this formula, charge and spin)   0.000 eV
Highest occupied orbital energy (alpha / beta)   -16.68 / -16.68 eV
2S+1   3
Charge   +3
M   509.53 g/mol

Last column: Mulliken charge in e.
Atoms and positions in Å:
V  -0.412  0.268  0.117  -0.03
C  0.386  -2.163  2.702  -1.58
C  0.080  -0.747  2.314  1.30
C  -1.224  -0.227  2.421  -1.16
C  -1.488  1.145  2.272  1.22
C  -2.837  1.706  2.617  -1.71
C  -0.436  1.985  1.873  -0.69
C  0.870  1.498  1.682  1.48
C  2.006  2.421  1.342  -1.69
C  1.096  0.119  1.870  -1.05
H  -0.135  -2.407  3.628  0.49
H  1.453  -2.305  2.854  0.42
H  0.047  -2.868  1.940  0.28
H  -2.016  -0.878  2.771  0.66
H  -3.515  1.670  1.763  0.15
H  -2.754  2.744  2.934  0.42
H  -3.293  1.133  3.422  0.45
H  -0.605  3.053  1.800  0.58
H  1.991  2.706  0.287  0.28
H  2.965  1.955  1.557  0.42
H  1.925  3.339  1.925  0.45
H  2.108  -0.255  1.791  0.66
O  6.894  -2.979  -1.270  -0.43
C  5.923  -2.861  -0.351  0.42
O  6.022  -3.343  0.735  -0.48
C  4.689  -2.082  -0.722  0.10
C  3.469  -2.609  -0.304  -1.26
C  2.305  -1.890  -0.483  -0.12
C  2.359  -0.637  -1.082  0.59
C  3.567  -0.095  -1.492  -0.46
C  4.735  -0.828  -1.315  -0.85
N  1.143  0.137  -1.230  0.67
C  0.958  0.829  -2.289  -0.32
C  -0.189  1.754  -2.310  0.54
C  -0.428  2.651  -3.319  -0.99
C  -1.490  3.546  -3.179  -0.42
C  -2.271  3.498  -2.037  -1.03
C  -1.975  2.565  -1.062  0.01
N  -0.950  1.704  -1.185  0.49
H  6.635  -2.608  -2.125  0.35
H  3.453  -3.577  0.180  0.51
H  1.366  -2.316  -0.154  0.14
H  3.617  0.909  -1.897  0.57
H  5.684  -0.389  -1.599  0.47
H  1.624  0.751  -3.144  0.70
H  0.202  2.657  -4.199  0.55
H  -1.696  4.275  -3.954  0.48
H  -3.099  4.179  -1.893  0.50
H  -2.563  2.493  -0.157  0.39
S  -1.099  -1.830  -0.754  -0.50
C  -2.795  -1.675  -0.455  0.16
N  -3.592  -2.741  -0.697  0.05
C  -4.935  -2.695  -0.576  -0.13
C  -5.514  -1.525  -0.175  -0.95
C  -4.655  -0.467  0.098  0.21
N  -3.325  -0.530  -0.036  0.03
H  -3.155  -3.605  -1.007  0.30
H  -5.478  -3.604  -0.801  0.46
H  -6.586  -1.435  -0.074  0.45
H  -5.063  0.480  0.433  0.44

The following is a quantum chemistry calculation of a cluster of 4 separate species, C26H26N4O6P in total in a non-equilibrium geometry, from OMol25.

Output
HOMO-LUMO gap   4.50 eV
F_max   9.5 eV/A
Highest occupied orbital energy   -4.13 eV
Charge   -1
M   521.49 g/mol

Last column: Mulliken charge in e.
Atoms and positions in Å:
C  -3.995  5.102  -3.337  -0.39
C  -2.659  4.640  -3.138  -0.22
C  -1.057  4.163  -3.198  -0.72
P  -0.848  2.279  -3.227  0.97
C  -1.166  2.018  -1.379  0.31
C  -1.117  0.431  -0.843  -0.41
C  -1.354  0.172  0.763  -0.23
N  -1.622  1.200  1.826  -0.34
C  -1.687  2.613  1.316  -0.37
C  -1.458  3.135  -0.225  -0.30
H  -4.947  5.614  -3.844  0.30
H  -0.411  4.718  -2.360  0.30
H  -0.617  4.578  -4.227  0.33
H  0.590  2.453  -2.978  -0.09
H  -0.595  0.840  -3.381  -0.18
H  -2.282  2.073  -3.480  -0.04
H  -0.650  2.376  -4.665  -0.60
H  -0.909  -0.459  -1.609  0.20
H  -1.289  -0.965  1.121  0.20
H  -1.933  3.460  2.119  0.22
H  -1.505  4.266  -0.500  0.14
C  -3.762  1.656  -9.694  -0.35
C  -3.587  0.505  -8.924  -0.44
C  -2.517  0.415  -8.032  -0.31
C  -1.626  1.491  -7.916  0.09
C  -1.794  2.645  -8.693  -0.29
C  -2.867  2.722  -9.584  -0.44
N  -0.513  1.413  -6.962  0.88
O  -0.387  0.368  -6.306  -0.55
O  0.234  2.397  -6.864  -0.56
H  -4.602  1.724  -10.384  0.35
H  -4.288  -0.322  -9.017  0.35
H  -2.395  -0.489  -7.440  0.42
H  -1.107  3.485  -8.616  0.42
H  -3.008  3.614  -10.189  0.35
C  0.575  -1.361  4.830  -0.37
C  0.924  -1.651  6.149  -0.08
C  0.526  -0.800  7.182  -0.63
C  -0.230  0.342  6.881  0.11
C  -0.576  0.639  5.556  -0.65
C  -0.169  -0.218  4.531  -0.22
N  -0.674  1.226  7.965  0.97
O  -0.331  0.939  9.121  -0.61
O  -1.368  2.207  7.662  -0.59
H  0.883  -2.030  4.029  0.42
H  1.505  -2.543  6.374  0.38
H  0.806  -1.040  8.205  0.40
H  -1.158  1.524  5.307  0.50
H  -0.435  0.003  3.500  0.39
C  6.302  -5.364  5.458  -0.37
C  5.422  -4.395  5.942  -0.54
C  4.127  -4.307  5.427  0.11
C  3.720  -5.201  4.427  0.03
C  4.605  -6.170  3.934  -0.40
C  5.898  -6.246  4.455  -0.43
N  2.352  -5.130  3.901  0.96
O  1.606  -4.246  4.349  -0.57
O  2.020  -5.959  3.041  -0.57
H  7.309  -5.432  5.866  0.36
H  5.744  -3.710  6.723  0.37
H  3.453  -3.546  5.815  0.25
H  4.304  -6.867  3.155  0.42
H  6.591  -6.997  4.081  0.36

The following is a quantum chemistry calculation of a cluster of 2 separate species, C26H27BO7 in total in a non-equilibrium geometry, from OMol25.

Output
HOMO-LUMO gap   8.31 eV
F_max   2.9 eV/A
Highest occupied orbital energy   -7.93 eV
Structure (SMILES)   Cc1ccc(Cc2ccc(Oc3ccccc3)cc2)cc1.CC(=O)OB(OC(C)=O)OC(C)=O
M   462.31 g/mol

Last column: Mulliken charge in e.
Atoms and positions in Å:
C  -5.091  -4.040  1.567  -1.42
C  -3.929  -3.237  1.069  1.11
C  -4.174  -2.312  0.043  -0.84
C  -3.124  -1.575  -0.482  -0.57
C  -1.827  -1.715  0.048  0.45
C  -0.809  -0.710  -0.387  -0.70
C  0.619  -0.763  0.101  0.46
C  0.867  -0.566  1.461  -0.19
C  2.165  -0.379  1.930  -0.90
C  3.219  -0.630  1.046  0.10
O  4.496  -0.658  1.601  -0.47
C  5.367  -1.685  1.236  0.27
C  6.697  -1.292  1.089  -0.52
C  7.602  -2.213  0.580  -0.37
C  7.208  -3.542  0.372  -0.48
C  5.891  -3.943  0.637  -0.47
C  4.941  -3.007  1.049  -0.13
C  3.007  -0.848  -0.324  -0.26
C  1.695  -0.810  -0.798  -0.74
C  -1.578  -2.654  1.051  -0.04
C  -2.626  -3.416  1.561  -1.01
H  -4.783  -4.845  2.244  0.34
H  -5.799  -3.404  2.114  0.29
H  -5.657  -4.466  0.725  0.34
H  -5.201  -2.180  -0.320  0.33
H  -3.319  -0.845  -1.270  0.39
H  -0.809  -0.619  -1.483  0.51
H  -1.220  0.202  0.026  -0.03
H  0.038  -0.511  2.166  0.56
H  2.401  -0.108  2.958  0.47
H  6.963  -0.263  1.323  0.41
H  8.620  -1.891  0.365  0.36
H  7.939  -4.274  0.014  0.34
H  5.588  -4.984  0.524  0.36
H  3.899  -3.287  1.224  0.41
H  3.853  -1.017  -0.998  0.44
H  1.500  -0.848  -1.873  0.39
H  -0.559  -2.765  1.425  0.49
H  -2.415  -4.140  2.351  0.30
C  -0.533  4.192  2.136  -1.10
C  -0.624  3.625  0.755  0.92
O  0.130  2.836  0.208  -0.57
O  -1.753  4.133  0.138  -0.46
B  -1.987  4.074  -1.220  0.85
O  -3.236  3.719  -1.673  -0.46
C  -4.035  2.827  -0.976  0.86
C  -5.426  2.893  -1.552  -1.03
O  -3.612  2.131  -0.067  -0.54
O  -1.006  4.366  -2.134  -0.50
C  -0.759  3.527  -3.223  0.87
C  0.169  4.273  -4.152  -1.08
O  -1.248  2.411  -3.337  -0.55
H  -1.513  4.594  2.400  0.36
H  -0.192  3.403  2.817  0.29
H  0.186  5.026  2.152  0.28
H  -5.382  3.440  -2.497  0.33
H  -5.831  1.880  -1.647  0.30
H  -6.122  3.432  -0.885  0.28
H  0.636  5.082  -3.595  0.33
H  0.899  3.630  -4.654  0.33
H  -0.413  4.747  -4.963  0.28

The following is a quantum chemistry calculation of a cluster of 6 separate species, C26H27BrCl15F5N3O3 in total in a non-equilibrium geometry, from OMol25.

Output
HOMO-LUMO gap   7.42 eV
F_max   5.9 eV/A
Highest occupied orbital energy   -11.93 eV
Charge   +1
M   1136.21 g/mol

Last column: Mulliken charge in e.
Atoms and positions in Å:
N  5.590  -0.474  2.396  -0.61
C  4.616  0.693  2.484  -0.30
C  3.136  0.007  2.445  -0.54
C  2.029  0.947  1.703  -0.50
C  1.895  0.405  0.210  0.22
C  1.172  -0.992  0.042  -0.19
C  0.562  -1.796  1.298  -0.05
C  -0.941  -1.644  1.596  -0.15
C  -1.718  -2.332  2.771  -0.53
C  -0.748  -3.205  3.663  -0.51
C  0.735  -3.213  3.229  -0.49
N  1.390  -2.597  2.134  -0.20
C  1.012  -1.592  -1.395  1.44
C  0.248  -2.994  -1.632  0.09
O  -1.011  -2.935  -1.579  -0.41
O  0.952  -4.234  -1.877  -0.39
C  1.537  -4.622  -0.588  -0.13
C  0.463  -5.396  0.317  0.48
O  -0.772  -5.369  0.157  -0.36
Br  1.188  -6.495  1.819  -0.15
C  1.571  -0.808  -2.616  -0.09
C  2.264  0.558  -2.318  -0.35
N  2.391  1.114  -0.967  0.60
C  3.042  2.455  -0.872  -0.59
C  2.094  3.639  -0.345  -0.63
C  0.545  3.510  -0.753  -0.80
C  -0.465  3.845  0.466  0.66
F  -0.143  5.141  0.992  -0.28
F  -0.348  2.929  1.557  -0.25
C  -2.027  3.798  0.005  0.55
F  -2.277  2.799  -0.965  -0.25
F  -2.768  3.402  1.173  -0.24
F  -2.520  5.050  -0.455  -0.22
H  6.171  -0.269  1.571  0.22
H  6.202  -0.457  3.223  0.26
H  4.779  1.320  3.438  0.36
H  4.805  1.380  1.576  0.01
H  2.794  -0.140  3.523  0.41
H  3.258  -0.955  1.844  0.21
H  1.031  0.843  2.273  0.38
H  2.406  2.020  1.797  0.09
H  -1.555  -0.987  0.874  0.38
H  -2.829  -2.204  2.979  0.38
H  -1.144  -3.764  4.590  0.56
H  1.428  -3.831  3.919  0.41
H  2.012  -3.747  -0.024  0.11
H  2.394  -5.361  -0.820  0.41
H  1.471  -1.178  -3.698  -0.60
H  2.671  1.111  -3.246  0.32
H  3.933  2.345  -0.141  -0.06
H  3.483  2.747  -1.883  0.53
H  2.148  3.838  0.781  0.36
H  2.481  4.610  -0.846  0.47
H  0.240  2.514  -1.221  0.36
H  0.321  4.318  -1.551  0.53
C  1.373  -2.514  -6.462  -0.06
Cl  1.531  -3.193  -4.835  -0.04
Cl  0.047  -3.291  -7.331  -0.07
Cl  1.123  -0.762  -6.382  -0.13
H  2.298  -2.703  -7.005  0.37
C  -3.605  -1.427  -5.751  -0.11
Cl  -3.519  -2.776  -6.892  -0.10
Cl  -2.735  -1.817  -4.260  -0.01
Cl  -2.956  0.049  -6.483  -0.12
H  -4.651  -1.255  -5.503  0.34
C  -2.884  -7.643  2.734  -0.12
Cl  -1.659  -8.820  3.226  -0.11
Cl  -2.360  -5.997  3.128  -0.01
Cl  -3.228  -7.788  1.005  -0.10
H  -3.800  -7.851  3.284  0.35
C  -6.187  4.705  1.647  0.65
Cl  -6.032  4.037  3.278  -0.13
Cl  -7.490  3.896  0.765  -0.13
Cl  -6.470  6.451  1.714  -0.10
H  -5.253  4.530  1.116  -0.30
C  -2.993  7.985  1.154  0.47
Cl  -4.293  9.176  1.286  -0.13
Cl  -1.776  8.521  -0.015  -0.14
Cl  -2.252  7.691  2.728  -0.12
H  -3.422  7.049  0.799  -0.10

- Which value of M does entry 3 give?
  509.53 g/mol

- Which value of F_max does entry 2 give?
  9.0 eV/A

- The lowest F_max belongs to which entry?
  C26H26N3O2Re